19
Properties=species:S:1:pos:R:3 method="wB97M-V/def2-TZVPD" charge=0 spin_multiplicity=2 homo_lumo_gap_ev="8.784 / 5.981" homo_ev="-8.0 / -8.0" lumo_energy_ev="0.7 / -2.1" s_squared=0.7552
C 0.26030 -1.40592 -1.93437
C -0.92362 -1.21959 -0.98752
S -1.71176 0.40262 -1.24854
C -0.96936 1.42020 0.08000
H 0.83391 -2.32312 -1.78753
H 0.94239 -0.55908 -1.89005
H -0.12833 -1.45305 -2.95823
H -0.58357 -1.28141 0.05161
H -1.70501 -1.94551 -1.20610
H -1.46197 1.18800 1.02317
H 0.09144 1.23821 0.11274
H -1.19294 2.45176 -0.17552
N 1.98532 1.20546 1.97986
C 1.51446 -0.17906 2.12516
O 1.15138 -0.74220 0.97763
H 2.57657 1.23130 1.15926
H 2.54544 1.47193 2.78004
H 2.32158 -0.75978 2.63540
H 0.69532 -0.24376 2.86423


20
Properties=species:S:1:pos:R:3 method="wB97M-V/def2-TZVPD" charge=-1 spin_multiplicity=1 homo_lumo_gap_ev=5.940 homo_ev=-2.4 lumo_energy_ev=3.5
C -2.00206 -0.52503 0.57633
O -1.24188 0.01750 1.58168
C -2.02410 0.41271 -0.63249
N -2.74556 -0.13309 -1.82699
H -1.68448 -1.51491 0.23502
H -3.06449 -0.67106 0.94363
H -2.61833 1.30335 -0.26819
H -0.97838 0.78518 -0.88083
H -3.69243 -0.40056 -1.54001
H -2.84530 0.55578 -2.56553
C 1.31675 -1.32534 -1.61279
S 2.22248 -0.04478 -0.61814
S 0.91691 -0.12030 1.13132
C 0.74250 1.72180 1.27122
H 1.93809 -2.22683 -1.69505
H 0.36959 -1.47505 -1.08609
H 1.14485 -0.97404 -2.65091
H 0.15118 2.07989 0.43908
H 0.30070 2.03300 2.21160
H 1.70422 2.23338 1.16826


F_max, record by record: 1.1 1.8 eV Å⁻¹
Relative energy (zero: lowest compared OMol25 entry of this formula, charge and spin), record by record: 31.04 61.21 kcal/mol